(1)
Here is a 11-piece molecular cluster, C6H30N2O10 overall from OMol25. Energies are from ωB97M-V/def2-TZVPD.

Structure (XYZ):
```
48
Properties=species:S:1:pos:R:3:forces:R:3:nbo_charge:R:1
N 2.8471 -0.9304 0.6768 1.6139 -0.0361 0.7488 -0.86
C 3.2472 0.3717 0.1264 -0.9648 -0.3339 -1.4001 -0.21
C 2.1390 0.7055 -0.9383 0.7571 1.0679 1.1466 -0.41
C 0.7392 0.8454 -0.4123 -0.6297 0.4149 0.1951 -0.10
C -0.1124 -0.0580 0.2856 0.3339 -0.2612 0.0226 -0.28
C -1.3616 0.4895 0.3906 0.5563 0.7145 0.1892 -0.10
N -1.2991 1.7832 -0.1260 1.3784 -0.3419 0.2044 -0.55
C -0.0030 1.9892 -0.5943 -0.2855 -0.4870 0.2624 -0.07
H 2.1659 -0.8536 1.4258 -0.0560 0.2430 -0.0312 0.38
H 3.7016 -1.2751 1.1297 -0.6089 -0.3984 -0.0889 0.36
H 4.1831 0.2261 -0.4341 -0.2276 -0.1059 0.1001 0.18
H 3.4948 1.1674 0.8462 -0.6379 -0.0356 0.0035 0.17
H 2.2142 -0.0695 -1.7132 -0.1252 0.3414 0.0898 0.22
H 2.3395 1.7143 -1.3387 0.3052 -0.5006 -0.3999 0.20
H 0.2908 -0.9144 0.8043 -0.7017 -0.4177 -0.4792 0.24
H -2.2340 0.1143 0.8901 -0.2196 -0.0391 -0.0588 0.23
H -2.0292 2.4691 -0.1230 -0.1634 -0.1759 -0.2686 0.41
H 0.4335 2.9439 -0.8308 -0.5844 0.0094 -0.5994 0.19
O -2.9230 0.8437 -2.2258 -0.5821 -0.0006 0.4738 -0.97
H -3.2343 1.3844 -2.9583 0.6538 -0.1250 -0.2234 0.49
H -2.0131 0.5347 -2.3574 0.0602 0.5635 -0.5096 0.52
O -1.1481 0.1327 -4.5120 0.9003 -0.6152 -0.4321 -0.95
H -1.0335 -0.8321 -4.5383 -0.8104 -0.0941 0.4792 0.49
H -0.2192 0.3186 -4.7111 -0.1563 0.7796 0.1395 0.47
O 0.6792 -0.0905 3.2393 0.1496 0.3992 0.1530 -1.00
H 1.4402 0.3276 3.6581 -0.0471 -0.2482 0.1527 0.48
H 0.0717 0.6764 3.0802 0.4155 -0.0078 -0.1819 0.51
O 0.3715 -3.2729 1.9261 0.4714 0.7687 -0.1862 -1.00
H -0.3359 -2.7674 2.3779 0.0233 -0.6609 -0.0643 0.51
H 0.2275 -4.2164 1.9436 -0.4718 -0.1108 0.2488 0.48
O 1.4016 -3.3600 -0.8494 0.1610 0.8630 0.1927 -0.96
H 1.2264 -3.1237 0.0795 -0.3433 -0.5966 0.1654 0.50
H 1.7417 -2.4853 -1.0995 0.4389 -0.2750 -0.2069 0.47
O -1.5423 -1.5763 3.2514 1.2055 1.1967 1.9580 -0.97
H -0.7841 -0.9356 3.4079 -0.2926 -0.6432 -1.4489 0.50
H -1.6087 -1.6303 4.2289 -1.0279 -0.9530 -0.5102 0.47
O -0.4385 -1.8827 -2.3711 0.5450 0.3278 -0.4578 -1.02
H 0.1339 -2.5827 -2.0078 -0.7623 -0.0574 0.1704 0.50
H -1.3721 -2.1022 -2.2862 -0.0171 -0.3004 -0.0369 0.49
O -0.6216 2.1759 2.8752 -0.1798 0.5823 -0.1343 -0.95
H 0.0521 2.6624 2.3733 0.2117 -0.0177 0.0310 0.50
H -1.3214 2.1203 2.2108 -0.0415 -0.3252 0.0947 0.49
O 0.4513 4.2515 1.1934 0.2987 -0.3416 1.0338 -0.97
H -0.3862 4.5880 1.5360 0.2520 0.4155 -0.7084 0.49
H 0.6797 4.5413 0.3096 -0.5386 0.3932 0.0790 0.49
O -3.3236 -1.6998 -2.9308 -0.0431 -0.0622 0.4214 -0.99
H -3.2580 -0.7187 -2.8350 -0.2565 -0.7123 0.1345 0.49
H -3.6697 -1.9996 -2.0734 0.0432 0.2002 -0.4635 0.47
```
Positions in Å, forces in eV/Å.

Properties
- HOMO energy: -0.300 Ha
- HOMO-LUMO gap: 8.2 eV
- Calculated total energy: -1108.501540 Eh
- SMILES: NCCc1cc[nH]c1.O.O.O.O.O.O.O.O.O.O

(2)
Here is one molecule with the formula C2H4BrCl from OMol25. Energies are from ωB97M-V/def2-TZVPD.

Structure (XYZ):
```
8
Properties=species:S:1:pos:R:3:forces:R:3:nbo_charge:R:1
Cl 2.3827 -0.4112 -0.1511 -1.3627 0.9182 0.4062 -0.11
C 0.5060 -0.3308 -0.3348 0.5925 -0.9279 -2.3687 -0.37
C -0.4928 0.4283 0.5216 1.2985 -0.0299 -0.1144 -0.46
Br -2.1181 0.0380 -0.3860 -1.0114 0.1592 -0.1662 0.03
H 0.3679 -1.4447 -0.3137 -0.5890 1.3441 -0.2060 0.23
H 0.2835 0.1266 -1.3851 1.0214 -1.3019 1.6643 0.23
H -0.6313 0.1064 1.5188 0.1413 -0.5186 0.9837 0.22
H -0.2979 1.4873 0.5303 -0.0906 0.3566 -0.1990 0.23
```
Positions in Å, forces in eV/Å.

Properties
- Relative energy (zero: lowest compared OMol25 entry of this formula, charge and spin): 0.7359 eV
- HOMO energy: -0.394 Ha
- HOMO-LUMO gap: 11.4 eV
- Calculated total energy: -3112.786456 Eh
- SMILES: ClCCBr

(3)
Here is one molecule with the formula C5H6O from OMol25. Energies are from ωB97M-V/def2-TZVPD.

Structure (XYZ):
```
12
Properties=species:S:1:pos:R:3:forces:R:3:nbo_charge:R:1
C 0.6888 0.9540 0.9475 0.3351 -2.4609 1.8936 -0.71
C 0.6234 -0.7395 0.3619 1.3330 3.4613 0.7852 0.32
C -0.7006 -1.3313 0.1792 -0.5934 -0.9584 0.4830 -0.30
C -1.1471 -0.5629 -0.8121 -1.4446 0.4338 -0.1088 -0.25
C -0.0004 0.2395 -1.1057 -0.0991 0.2707 -2.7356 0.17
O 1.1155 -0.4709 -0.9331 1.5943 -1.8735 -0.4455 -0.51
H 0.5371 0.6181 1.9700 0.4515 0.9275 0.5804 0.21
H 0.0533 1.8267 0.8101 -0.5021 -0.3815 -0.6327 0.21
H 1.7276 1.2195 0.7493 -0.1203 -0.0622 0.2508 0.22
H -1.1375 -2.1276 0.7507 -0.0944 -0.0893 -0.0273 0.23
H -2.1352 -0.4659 -1.2203 -0.2292 0.0574 -0.1700 0.22
H 0.1851 1.0533 -1.7810 -0.6310 0.6749 0.1267 0.21
```
Positions in Å, forces in eV/Å.

Properties
- Relative energy (zero: lowest compared OMol25 entry of this formula, charge and spin): 6.8077 eV
- HOMO energy (alpha / beta): -0.308 / -0.283 Ha
- HOMO-LUMO gap (alpha / beta): 8.1 / 7.5 eV
- Calculated total energy: -269.096062 Eh
- SMILES: C[C@]12C=C[C@@H]1O2

(4)
Here is one molecule with the formula C17H23ClO4 from OMol25. Energies are from ωB97M-V/def2-TZVPD.

Structure (XYZ):
```
45
Properties=species:S:1:pos:R:3:forces:R:3:nbo_charge:R:1
C 0.3465 1.6604 5.1907 -1.5864 1.2901 -1.7539 -0.61
C 0.0692 2.8647 4.2403 1.1381 0.9449 1.2203 -0.40
C 1.4401 3.2248 3.5765 0.1531 -0.1460 0.5909 -0.40
C 2.1022 1.9818 2.9394 -1.3132 -1.2056 -2.1014 -0.41
C 1.2100 1.3969 1.7271 -0.5345 -1.4274 2.8568 -0.40
C 1.6146 0.0165 1.2071 3.4526 0.6374 2.8694 -0.41
C 1.0688 -0.3840 -0.0759 0.3304 -1.5292 -1.6959 0.26
C 1.7172 -1.7809 -0.5852 0.6782 1.5710 1.0370 -0.62
O -0.2712 -0.6663 0.2551 -3.2607 1.0435 -2.5126 -0.54
C -1.3235 -0.1715 -0.6713 1.1365 -0.3892 0.9678 0.30
C -2.4726 -1.2497 -0.7647 -2.9377 1.2688 -0.2942 0.76
O -3.6400 -0.8167 -0.9792 4.1767 -2.1094 0.5462 -0.57
O -2.1116 -2.5524 -0.5454 1.2894 2.9144 0.2784 -0.49
C -2.9393 -3.5343 -1.0958 -2.4291 0.2481 1.2652 -0.26
O -0.8829 0.1548 -2.0342 -0.8916 -1.5491 1.6856 -0.50
C 0.3571 0.6828 -2.1673 -0.1391 2.0620 -0.9721 0.36
C 0.5857 1.4186 -3.3515 -1.1977 -1.1510 -0.0416 -0.24
C 1.7572 2.0181 -3.6168 2.1286 1.5265 1.2197 -0.22
C 2.7423 2.0799 -2.6018 -2.0387 -2.6990 0.9895 -0.08
Cl 4.2192 2.7288 -3.0758 1.4112 0.6876 0.2201 0.04
C 2.5441 1.3329 -1.3987 -1.4308 1.1345 -2.7121 -0.20
C 1.2978 0.6764 -1.1851 1.1042 -1.2927 0.8685 -0.14
H 1.3137 1.6596 5.5849 1.4452 0.3345 0.8278 0.20
H 0.2460 0.7709 4.6400 -0.0380 -1.3623 -0.8126 0.20
H -0.3947 1.6152 5.9313 -0.8620 -0.0284 1.3470 0.21
H -0.3182 3.7397 4.8437 0.6202 -0.7636 -0.5636 0.20
H -0.7196 2.6977 3.5082 0.1445 -0.3958 -0.0614 0.20
H 2.1684 3.5307 4.4048 -1.1121 0.1649 -1.1049 0.20
H 1.3000 4.0475 2.7976 0.4863 -1.0208 1.0315 0.21
H 3.0807 2.2127 2.5895 0.7833 0.7973 -0.8945 0.20
H 2.4015 1.0936 3.5121 -0.8635 0.4191 0.9308 0.21
H 0.1768 1.1955 2.1280 0.7055 0.9120 -0.5047 0.20
H 1.2168 2.0484 0.9175 -0.3404 1.5505 -1.2612 0.20
H 2.7402 0.0707 1.1335 -0.7982 -0.4040 0.0025 0.19
H 1.3879 -0.7337 2.0097 0.2188 0.3568 -0.8493 0.22
H 2.7900 -1.5245 -0.3708 -0.6305 -1.0819 -0.2576 0.21
H 1.3357 -2.6819 0.0025 0.5551 1.3921 -0.8274 0.23
H 1.6424 -1.8817 -1.6775 -0.3345 -0.1852 0.4327 0.22
H -1.7664 0.7563 -0.2092 0.4269 -0.8726 -0.6069 0.19
H -2.7584 -3.4634 -2.1447 -0.3669 -0.6965 -0.8688 0.19
H -3.9905 -3.2338 -0.7989 0.8679 -0.6619 -0.8534 0.20
H -2.7335 -4.5047 -0.6220 0.3006 0.4438 -0.4176 0.20
H -0.1693 1.4192 -4.1050 -0.6100 -0.0498 -0.3018 0.23
H 2.0604 2.6045 -4.4808 -0.8104 -0.4087 -0.3237 0.23
H 3.3720 1.2926 -0.7691 0.9729 -0.2699 1.4054 0.22
```
Positions in Å, forces in eV/Å.

Properties
- Relative energy (zero: lowest compared OMol25 entry of this formula, charge and spin): 2.0895 eV
- HOMO energy: -0.317 Ha
- HOMO-LUMO gap: 9.3 eV
- Calculated total energy: -1422.639707 Eh
- SMILES: CCCCCC[C@@]1(C)O[C@H](C(=O)OC)Oc2ccc(Cl)cc21

(5)
Here is a 2-piece molecular cluster, C29H63IN3O7Si overall from OMol25. Energies are from ωB97M-V/def2-TZVPD.

Structure (XYZ):
```
104
Properties=species:S:1:pos:R:3:forces:R:3:lowdin_charge:R:1
C 0.7441 -8.1230 0.3022 0.6478 0.2776 -0.1830 -0.17
C 0.3113 -6.8599 -0.4194 -1.0281 -0.4941 0.3594 -0.26
C -1.1819 -6.4107 -0.2566 0.7504 -0.7321 0.5874 -0.65
I -2.4083 -7.7925 0.8742 -0.0278 0.1909 -0.2978 0.94
N -1.2965 -5.1518 0.4761 0.1528 -0.1385 -0.1117 0.07
C -1.2102 -3.9517 -0.0502 0.3281 -0.9704 0.3192 -0.29
N -1.2828 -2.8934 0.7690 -1.8391 -0.6426 -0.9381 0.25
C -1.8101 -1.6422 0.2157 1.0135 1.7770 0.5129 -0.39
O -3.2009 -1.6277 0.3603 -0.1052 -0.4854 -0.3306 0.06
C -1.2109 -0.5523 1.1356 -0.6127 -0.7680 1.1750 -0.09
O -1.6819 -0.8805 2.4526 0.1269 0.1634 -0.1475 -0.18
C -2.3114 0.2106 3.1149 0.0058 -0.5576 -0.1793 -0.07
C -1.3408 -1.4502 -1.2455 1.0421 0.4180 0.4652 -0.33
C -1.9412 -0.1778 -1.8567 0.1650 0.3221 -0.4127 -0.11
O -1.2027 0.9786 -1.5097 -0.0993 -0.4789 0.1138 -0.09
C -2.0406 2.0854 -1.2594 -0.3506 0.4913 0.0845 -0.26
O -1.2805 3.2166 -1.1204 0.3369 -0.1815 -0.0347 -0.06
C -0.4937 3.2114 0.0649 -0.0403 0.4055 0.0600 -0.18
C 0.7030 4.1172 -0.1181 0.2798 -0.8060 0.5215 -0.21
O 1.4143 4.1623 1.1130 -0.0193 0.0555 0.1284 -0.06
O 0.0702 -1.2780 -1.0529 -0.3935 -0.2182 -0.5327 -0.09
C 0.8593 -1.0031 -2.2172 0.5742 0.0839 0.1683 -0.15
C 1.7285 0.2110 -1.9926 0.3675 0.8051 0.4044 -0.35
C 2.3756 0.1464 -0.6005 0.1310 -0.2805 -0.6491 -0.03
C 2.7927 0.3268 -3.0846 -0.7130 -0.6610 0.2390 -0.16
C 2.2017 0.4834 -4.4783 0.5548 0.1954 -0.6395 -0.42
C 3.3355 0.6034 -5.5173 -0.7138 -0.0406 0.6959 -0.06
C 1.2141 1.6554 -4.5890 0.1261 -0.7452 0.7359 -0.05
C -1.6101 -2.6959 -2.0720 -0.4728 -0.4061 0.7779 -0.18
Si -3.4245 -3.1771 -2.5355 -1.1897 -0.4982 -0.4767 0.60
C -4.7416 -1.8475 -2.4089 0.2223 -0.0337 -0.1748 -0.17
C -4.0774 -4.6688 -1.5708 0.3672 0.7321 -0.2153 -0.16
C -3.4039 -3.7317 -4.3363 0.7715 0.0867 0.7086 -0.16
N -1.0038 -3.8811 -1.4095 -0.4384 0.9913 -0.6348 -0.07
O 0.3585 -4.0230 -1.7781 0.3351 -0.7847 0.2792 0.05
H 0.2311 -9.0052 -0.0507 -0.3090 -0.1826 0.0895 0.05
H 0.6927 -8.0243 1.3775 -0.2679 -0.1274 0.2735 0.06
H 1.7943 -8.2733 0.0697 0.2219 -0.0670 -0.0419 0.08
H 0.9100 -6.0391 -0.0571 0.3337 0.2921 -0.1464 0.10
H 0.4667 -7.0186 -1.4780 0.1826 0.2866 -0.2706 0.11
H -1.6292 -6.3316 -1.2303 -0.3428 0.3453 -0.1447 0.06
H -1.4414 -5.2326 1.4752 0.1396 -0.0161 0.0102 0.12
H -1.8305 -3.1513 1.5877 0.3707 0.5844 0.4976 0.17
H -3.4726 -0.7266 0.5859 -0.0498 -0.2963 0.0511 0.12
H -0.1336 -0.6149 1.1706 0.2099 0.2740 -0.4065 0.14
H -1.5858 0.4301 0.8850 0.1730 0.2988 -0.4303 0.11
H -1.6432 1.0624 3.2096 0.0600 0.1910 -0.0487 0.09
H -2.5900 -0.1395 4.0973 -0.0115 -0.0502 0.2756 0.09
H -3.2279 0.4796 2.5876 -0.1029 0.3052 -0.0569 0.09
H -1.9366 -0.2807 -2.9453 -0.0222 -0.0179 -0.1583 0.15
H -2.9756 -0.0337 -1.5744 -0.3439 -0.2867 0.1772 0.11
H -2.7412 2.2630 -2.0755 0.0606 -0.0594 -0.2482 0.15
H -2.6355 1.9192 -0.3438 -0.0062 -0.2315 0.1053 0.14
H -0.1051 2.2202 0.3022 -0.1475 -0.2702 -0.1216 0.11
H -1.0902 3.5649 0.9078 -0.1220 0.0178 0.0978 0.14
H 1.3515 3.6723 -0.8702 -0.0209 0.2811 -0.4871 0.12
H 0.4010 5.1202 -0.3762 0.0648 0.2738 -0.1120 0.13
H 1.7215 3.2673 1.3163 0.0038 0.2844 -0.0460 0.08
H 1.5476 -1.8358 -2.3594 -0.0345 -0.3286 -0.0408 0.13
H 0.2889 -0.9224 -3.1362 -0.4386 0.0724 0.0068 0.12
H 1.1477 1.1263 -2.0259 -0.3943 0.0051 -0.0337 0.11
H 2.5219 -0.8968 -0.3304 0.0478 -0.1055 0.3377 0.08
H 3.3589 0.6009 -0.6409 0.1499 0.2234 0.1650 0.08
H 1.7743 0.6474 0.1480 -0.1160 -0.0549 0.2557 0.06
H 3.3629 -0.6029 -3.0522 0.3757 -0.0403 -0.1009 0.12
H 3.4663 1.1391 -2.8311 0.1337 0.2679 -0.0958 0.13
H 1.6713 -0.4351 -4.7179 -0.1271 -0.2375 -0.0157 0.12
H 3.6208 1.6442 -5.6010 0.3043 0.1923 -0.1360 0.08
H 2.9833 0.2362 -6.4703 0.0798 0.0544 -0.3994 0.08
H 4.1759 0.0095 -5.1872 0.3842 -0.1235 -0.1421 0.07
H 1.2688 2.1530 -5.5454 -0.1015 0.1256 -0.2215 0.08
H 0.2121 1.2817 -4.3996 -0.3599 0.1605 -0.1880 0.07
H 1.4081 2.3472 -3.7776 0.1246 0.5300 -0.0859 0.07
H -1.0979 -2.6631 -3.0234 0.1716 0.2757 -0.2859 0.13
H -4.4480 -0.9166 -2.8787 0.0461 0.2922 -0.0186 0.03
H -5.5825 -2.2009 -2.9991 -0.1487 -0.2206 -0.1438 0.04
H -5.1231 -1.6628 -1.4134 0.1095 0.0885 0.2597 0.03
H -5.1397 -4.6944 -1.7872 -0.2958 0.0033 -0.0048 0.04
H -3.6657 -5.5972 -1.9494 0.1977 -0.2178 0.1711 0.03
H -3.9732 -4.5650 -0.4951 0.0321 -0.2295 0.2000 0.03
H -3.0525 -2.9521 -5.0035 -0.1523 0.1988 -0.2351 0.03
H -2.6868 -4.5462 -4.4198 0.0771 -0.2313 -0.1224 0.03
H -4.3713 -4.1066 -4.6428 -0.2474 0.0406 -0.1146 0.04
H 0.9142 -3.8066 -1.0091 -0.1392 0.3818 -0.2333 0.12
C 1.6880 3.6109 4.6224 -0.1447 0.0555 0.0825 -0.11
C 1.4380 5.1139 4.5459 -0.0020 -0.0547 -0.1077 -0.27
C 2.6910 5.9218 4.2168 0.0111 0.0541 0.0154 -0.23
C 3.8152 5.8189 5.2492 0.0014 -0.0725 -0.0052 -0.23
C 3.4308 6.2349 6.6680 0.0569 0.1013 -0.0194 -0.27
C 3.0026 7.6954 6.7778 -0.0422 -0.0930 0.0723 -0.11
H 2.3873 3.3554 5.4195 0.0204 -0.0229 -0.0221 0.07
H 0.7547 3.0793 4.8223 0.0316 -0.0464 -0.0061 0.06
H 2.0942 3.2375 3.6793 0.0608 0.0031 0.0214 0.06
H 0.9974 5.4582 5.4857 0.0270 0.0122 0.0078 0.10
H 0.6925 5.3042 3.7698 0.0027 0.0149 0.0040 0.10
H 2.4089 6.9700 4.0869 0.0135 0.0021 0.0043 0.10
H 3.0771 5.5940 3.2468 -0.0341 -0.0063 -0.0144 0.10
H 4.6505 6.4399 4.9115 0.0035 0.0089 0.0177 0.11
H 4.1974 4.7939 5.2723 -0.0022 0.0023 -0.0112 0.10
H 4.2923 6.0721 7.3206 -0.0166 -0.0351 0.0136 0.10
H 2.6340 5.5901 7.0497 0.0087 -0.0193 -0.0134 0.10
H 3.7983 8.3603 6.4365 -0.0167 0.0117 -0.0311 0.08
H 2.7739 7.9516 7.8129 0.0022 0.0391 -0.0101 0.07
H 2.1100 7.9007 6.1849 0.0109 0.0203 -0.0124 0.06
```
Positions in Å, forces in eV/Å.

Properties
- HOMO energy: -0.445 Ha
- HOMO-LUMO gap: 8.8 eV
- Calculated total energy: -2420.593231 Eh
- Net charge: +1

(6)
Here is a 2-piece molecular cluster, C8H14N2 overall from OMol25. Energies are from ωB97M-V/def2-TZVPD.

Structure (XYZ):
```
24
Properties=species:S:1:pos:R:3:forces:R:3:nbo_charge:R:1
C 6.6526 -10.3826 14.1892 -0.0765 0.8501 -0.4205 -0.62
C 5.6757 -9.1904 14.0870 0.2919 0.5782 0.0556 -0.37
C 5.4445 -8.6585 12.6305 -0.9101 -1.1266 0.1517 -0.52
C 6.6204 -8.2673 11.8360 -2.9379 -0.9442 2.4218 0.30
N 7.5428 -7.9568 11.2737 2.6540 0.8939 -1.7393 -0.35
H 6.2078 -11.3054 13.8168 0.1161 0.1754 -0.5994 0.21
H 7.0570 -10.6879 15.1543 -0.3268 0.6857 0.3501 0.22
H 7.4903 -10.0004 13.6058 0.3600 -0.8964 -0.2363 0.22
H 6.0316 -8.2887 14.5854 0.3925 -0.2854 0.5349 0.20
H 4.7180 -9.4098 14.5591 -0.1710 -0.0004 -0.3217 0.21
H 4.7051 -7.8579 12.6496 0.3574 0.3870 0.0620 0.27
H 4.9025 -9.4293 12.0826 0.2267 -0.2202 -0.3154 0.24
C 6.2555 -2.5533 7.5851 0.3374 -1.3214 -1.1799 -0.61
C 5.1655 -3.2754 8.3698 0.7951 1.0859 1.4905 -0.38
C 5.7831 -3.8370 9.6725 -0.1209 -2.0181 -0.6075 -0.51
C 4.8885 -4.7907 10.3924 3.1351 4.6023 -2.3870 0.31
N 4.2299 -5.3809 11.0657 -3.1060 -3.2188 2.8744 -0.36
H 5.8291 -2.0681 6.7070 0.0723 0.4233 0.2212 0.22
H 6.9214 -3.3050 7.1612 0.1605 -0.1876 -0.1073 0.20
H 6.9443 -1.9156 8.1391 -0.5991 0.3146 0.2681 0.21
H 4.6620 -4.0899 7.8489 0.0813 0.3017 -0.2520 0.22
H 4.4708 -2.4832 8.6489 -0.5675 -0.3937 0.0530 0.21
H 6.3133 -3.1168 10.2955 -0.7064 0.1112 0.2832 0.25
H 6.5641 -4.5578 9.4304 0.5420 0.2035 -0.5998 0.24
```
Positions in Å, forces in eV/Å.

Properties
- Relative energy (zero: lowest compared OMol25 entry of this formula, charge and spin): 1.4131 eV
- HOMO energy: -0.417 Ha
- HOMO-LUMO gap: 12.3 eV
- Calculated total energy: -422.693202 Eh
- SMILES: CCCC#N.CCCC#N